No. 1
Computed, not measured: a structure of composition C9H15CeN3O4, with ωB97M-V with the def2-TZVPD basis set.

Last column: Löwdin charge in e.
Element x y z (Å)
N: 5.24279 -0.66688 0.62536  0.27
H: 1.87453 -0.50612 3.69640  0.08
H: -3.01716 1.76954 -1.38688  0.13
H: -2.47513 -1.85045 -0.10509  0.18
C: -3.13653 -0.10253 -2.49088  -0.12
H: -2.93846 0.41606 -3.42585  0.14
H: 2.95860 0.87921 3.62729  0.08
C: -0.15550 2.46018 -1.74988  -0.43
C: -3.61303 0.86086 -1.41685  -0.06
O: 3.21423 0.18852 0.22209  -0.11
H: 3.18724 -1.83381 2.25789  0.15
H: -1.64765 -1.70499 -2.31529  0.14
C: -2.17731 -0.83942 -0.38232  -0.11
N: 0.33515 2.11727 -0.68750  -0.05
C: -1.87167 -0.72914 -1.89315  -0.08
O: -1.18960 0.42090 1.40122  -0.06
N: -3.34982 0.09845 -0.12624  0.13
H: -3.89432 -0.86599 -2.67658  0.13
H: -3.09944 0.71281 0.64077  0.16
O: 0.12527 -1.00588 0.32791  -0.05
H: -1.00817 -0.08929 -2.05760  0.11
O: -0.67386 2.75023 -2.74486  0.19
C: 2.51945 0.07453 3.04091  -0.16
H: 5.90566 -1.12462 1.23129  0.15
Ce: 1.13789 0.88975 1.08172  1.75
H: 5.53395 -0.43500 -0.31613  0.16
C: 3.58026 -0.82332 2.38758  -0.15
H: -4.17877 -0.42361 0.15631  0.20
C: 4.02697 -0.39394 1.01190  -0.46
C: -1.00932 -0.46360 0.50935  -0.58
H: -4.66545 1.12081 -1.46975  0.14
H: 4.45920 -0.90052 3.02684  0.14

Forces on the atoms, in the same order (eV/Å):
N 0.23 0.03 -0.29
H -0.23 -0.03 0.00
H 0.06 0.03 0.05
H -0.08 -0.02 -0.03
C 0.01 -0.07 0.11
H -0.01 -0.01 -0.01
H -0.04 0.33 -0.18
C 0.28 -0.45 0.91
C 0.04 -0.12 -0.10
O -0.56 0.14 0.70
H 0.03 -0.11 0.02
H 0.01 0.00 0.03
C 0.07 -0.15 -0.14
N 0.48 -0.56 0.71
C -0.17 0.03 0.05
O 0.47 -0.26 -0.33
N 0.23 -0.32 -0.38
H 0.01 0.02 -0.03
H 0.04 0.32 0.38
O -0.39 0.37 -0.06
H 0.06 0.06 0.01
O -0.08 0.13 -0.24
C -0.24 -0.03 -1.07
H 0.00 0.00 0.02
Ce 1.10 0.89 -0.63
H 0.01 -0.01 0.04
C -0.06 0.12 0.00
H 0.01 -0.04 -0.03
C -0.30 0.09 0.11
C -0.97 -0.25 0.21
H -0.04 0.02 0.05
H 0.02 -0.12 0.14

Calculated values
* total charge: +2
* HOMO (alpha / beta): -16.04 / -16.04 eV
* F_max: 0.030 hartree/bohr
* HOMO-LUMO gap (alpha / beta): 7.55 / 7.54 eV


No. 2
Computed, not measured: a structure of composition C11H25BeN3O6, with ωB97M-V with the def2-TZVPD basis set.

Last column: natural (NBO) charge in e.
Element x y z (Å)
H: 8.33310 0.36235 1.55300  0.23
O: -5.06671 -1.86028 -0.89520  -0.63
Be: 0.27385 -0.71901 -2.24318  0.27
H: 6.29382 0.75624 3.36449  0.38
N: -6.56360 -1.69440 -2.46394  -0.81
C: -1.64841 3.90143 -5.14014  0.75
N: 0.99138 -7.88786 0.38629  -0.82
C: -2.33808 5.24813 -5.42723  -0.75
H: 7.79756 -0.88571 2.49144  0.22
H: 7.94174 -1.28897 0.91055  0.25
H: -3.24748 5.24746 -6.02813  0.23
H: 1.25595 5.33880 3.13946  0.23
C: 0.49674 4.76515 3.67108  -0.64
H: -1.24482 3.61358 3.49628  0.29
H: -6.85889 -1.93985 0.87696  0.25
H: -8.22859 -1.99161 -0.31868  0.21
C: -6.25503 -1.93156 -1.18288  0.65
O: 1.47181 -5.78211 -0.05777  -0.63
H: 3.70639 -7.94042 0.67654  0.22
H: 4.08860 -6.59697 -0.44949  0.25
H: 3.34620 -8.03858 -0.98434  0.23
C: 1.87597 -6.94733 0.05409  0.66
N: 5.71262 0.70512 2.54005  -0.82
H: -2.62542 5.65271 -4.45674  0.22
H: -5.88262 -1.23241 -3.04954  0.41
H: 1.41325 -8.65125 0.89557  0.39
C: -1.48326 5.10243 2.11516  -0.62
H: -7.51176 -1.49647 -2.75016  0.38
C: 6.26676 0.17660 1.42609  0.65
O: -2.41959 2.92761 -4.96089  -0.52
O: -0.16590 3.13789 2.01001  -0.30
O: 5.54258 0.11032 0.45554  -0.61
H: -1.00443 5.34176 1.16566  0.23
C: -7.20863 -2.30081 -0.09024  -0.70
H: -1.48091 6.03766 2.67502  0.22
C: 7.60314 -0.44615 1.51313  -0.72
H: -1.71844 6.02220 -5.87997  0.22
H: 0.11732 5.49867 4.38249  0.21
C: 3.34232 -7.33393 -0.15275  -0.72
O: -0.43518 3.79925 -5.10344  -0.54
H: 0.06210 -7.50805 0.49715  0.42
C: -0.58459 4.14269 2.80909  0.03
H: 4.82644 1.17613 2.42641  0.42
H: -2.49701 4.76518 1.89915  0.23
H: 1.02414 4.02975 4.27865  0.23
H: -7.31464 -3.38553 -0.07458  0.24

Forces on the atoms, in the same order (eV/Å):
H 0.30 0.02 -0.65
O 0.14 -0.10 0.44
Be -0.04 0.10 0.01
H -0.60 0.36 0.08
N -2.08 0.38 -1.37
C -2.34 1.45 -1.13
N 0.60 -1.23 0.00
C 0.15 0.50 0.44
H -0.56 0.09 0.56
H -0.72 0.68 -0.95
H -0.01 -0.73 0.03
H -0.07 -0.27 -0.60
C 0.65 0.49 0.93
H -0.73 -0.79 0.82
H -0.01 -0.01 -0.33
H -0.07 0.43 0.23
C 2.67 0.34 1.06
O 0.79 -1.02 -0.40
H 0.08 0.21 0.24
H -0.69 0.52 0.50
H -0.08 -0.19 -0.18
C 0.66 3.80 -0.22
N 1.28 0.20 1.05
H -0.08 0.00 0.15
H 0.28 -0.28 0.40
H -0.99 -0.30 0.00
C -0.40 1.50 -1.06
H 0.00 -0.20 0.20
C -2.22 -1.24 -0.74
O 0.16 -0.62 0.34
O -0.32 0.45 0.61
O 0.37 0.04 -1.29
H -0.08 -0.02 -0.15
C -1.30 -0.40 -0.81
H -0.39 -0.04 0.14
C 1.86 -0.10 1.69
H 0.53 -0.31 0.00
H -0.49 -0.10 0.03
C -0.43 -1.26 -0.45
O 1.62 -0.36 0.30
H 0.06 -0.51 0.50
C 1.73 -0.97 -0.82
H 0.28 -0.07 0.24
H 0.15 -0.11 0.20
H -0.05 -0.21 -0.23
H 0.38 -0.14 0.17

Calculated values
* energy relative to the best compared isomer or geometry (same formula, charge and spin): 537.81 kJ/mol
* total charge: 0
* HOMO: -7.57 eV
* F_max: 0.075 hartree/bohr
* HOMO-LUMO gap: 1.98 eV


No. 3
Computed, not measured: a structure of composition C3H4N2O2, with ωB97M-V with the def2-TZVPD basis set.

Last column: natural (NBO) charge in e.
Element x y z (Å)
H: 0.67630 1.92767 -2.37704  0.23
C: -0.25165 -1.44423 0.35720  -0.13
C: 0.09981 0.02782 0.12572  0.45
O: -1.09636 -1.42395 1.72336  -0.71
H: -0.42650 -0.36591 2.07616  0.48
H: -0.85358 -1.90558 -0.43243  0.22
C: 0.49350 1.58378 -1.22720  0.26
O: 0.14272 0.19173 -1.17751  -0.43
N: -0.00500 1.11219 0.76804  -0.34
H: 0.83813 -1.93536 0.20750  0.20
N: 0.38266 2.23185 -0.04381  -0.24

Forces on the atoms, in the same order (eV/Å):
H -0.38 -0.51 3.46
C 0.74 0.50 2.85
C -3.46 -2.13 -1.32
O 5.99 4.18 -1.72
H -3.44 -4.44 -0.66
H -0.14 0.62 0.28
C -0.93 1.15 -1.53
O 2.92 3.83 -1.68
N 1.34 0.80 2.55
H -2.40 0.31 1.44
N -0.23 -4.33 -3.68

Calculated values
* energy relative to the best compared isomer or geometry (same formula, charge and spin): 608.06 kJ/mol
* total charge: 0
* HOMO: -10.68 eV
* F_max: 0.146 hartree/bohr
* HOMO-LUMO gap: 11.19 eV


No. 4
Computed, not measured: a structure of composition C37H96F3HgO15S, with ωB97M-V with the def2-TZVPD basis set.

Last column: Löwdin charge in e.
Element x y z (Å)
O: -0.31712 -2.25945 -9.07668  -0.03
H: 2.29579 -7.12270 -0.68259  0.08
H: 3.73983 0.81231 9.66387  0.08
H: -4.90213 -1.84379 6.54460  0.08
H: -6.57158 -1.84446 7.19690  0.09
H: -9.68698 -5.74831 -0.37284  0.08
C: -1.97776 -10.56261 4.43609  -0.08
O: 1.12523 0.52672 -3.30605  -0.18
H: 10.86734 -3.58056 1.42502  0.08
H: 10.39647 -1.70936 -0.22725  0.09
O: -8.89063 1.26483 -6.35685  -0.05
H: -0.49303 -8.25929 5.63613  0.07
H: -7.19754 1.93075 -7.30353  0.13
H: -6.91601 8.73533 0.87927  0.09
H: 2.76576 -8.77485 -0.34566  0.09
H: -7.21353 -4.78594 0.35850  0.07
O: -4.42258 8.01936 0.52989  -0.05
H: 5.31730 -1.17619 8.49478  0.08
H: 3.41801 -0.91545 9.68806  0.08
C: -9.06387 -6.64242 -0.35292  -0.09
O: -6.32710 0.48102 8.40875  -0.04
H: -2.00101 -7.65262 6.21574  0.07
F: -0.71952 -1.50584 -2.15226  0.15
H: -8.57922 3.51514 -5.07946  0.08
H: 10.78805 -2.72579 2.99925  0.09
C: -5.55541 -1.47528 7.33550  -0.06
O: 1.57421 5.73499 2.47727  -0.03
H: 3.65803 -1.11800 5.87558  0.07
C: 9.82299 -0.30559 1.90280  -0.06
H: -8.58883 -6.71653 -1.33114  0.08
C: -7.67345 1.98607 -6.32446  -0.48
H: 0.39811 6.12487 4.97262  0.08
H: 1.28002 8.16803 -8.68285  0.08
H: 1.97590 5.94526 5.72680  0.08
H: 4.16029 6.57750 4.42793  0.09
C: -0.32003 7.30869 -5.66373  -0.05
H: 9.98292 5.83320 -1.96363  0.09
C: 3.97684 -0.09638 7.69425  -0.46
H: 3.81868 5.00446 3.52899  0.08
H: -2.35510 -10.13231 3.50843  0.08
C: -1.53100 -3.32192 -10.74677  -0.05
C: 4.69562 -7.86633 1.71293  -0.06
H: 1.25191 4.58299 4.87463  0.08
C: 10.81501 -2.60875 1.91589  -0.06
C: -4.34337 0.71465 7.02464  -0.06
C: 3.31507 -0.01064 9.08903  -0.07
H: -0.15193 8.93598 -7.95624  0.08
O: 4.94701 -7.26376 -0.51467  -0.03
H: -5.13462 -1.81319 8.28253  0.08
C: 2.77257 -7.76300 0.05957  -0.05
H: -0.07656 6.40802 -7.73612  0.13
O: 9.49564 -1.73611 0.10350  -0.03
C: 2.10748 6.25887 3.66732  -0.51
H: 2.08377 4.97742 2.18055  0.09
H: -6.59621 0.21137 -5.42438  0.07
H: -3.67102 7.43548 0.65580  0.09
C: 0.74136 8.34568 -7.75206  -0.06
H: -4.44333 1.79690 6.94189  0.08
C: -6.73698 1.28424 -5.29313  -0.05
H: 4.92882 -8.19928 -0.72931  0.09
H: 3.84345 0.81457 7.11074  0.14
H: 0.33300 7.86437 -4.99077  0.08
H: -1.65167 -10.14193 6.50877  0.14
O: 2.02983 0.90228 -1.01991  -0.18
H: -0.29238 -1.61352 -8.36693  0.09
C: -5.59923 6.09141 1.33718  -0.04
H: -0.92343 -10.68089 4.18608  0.08
H: -5.68800 6.58117 2.30690  0.08
H: 3.99462 -8.06474 2.52369  0.08
C: -0.06566 -0.83870 -1.20609  -0.60
O: 5.36665 -0.41877 7.90699  -0.05
C: -6.69316 8.08795 0.03113  -0.05
C: 7.91348 7.13028 -3.20422  -0.05
H: -2.32134 -2.38022 -9.06864  0.13
H: -0.54441 6.35885 -5.17840  0.07
H: 10.31606 5.76298 -3.70378  0.10
H: -6.32314 0.25579 6.41509  0.14
H: 8.11842 7.55654 -2.22218  0.08
H: -5.16000 6.59609 -0.70542  0.13
H: -6.38296 -6.08813 -0.27607  0.07
H: 2.14181 -7.75513 0.94849  0.08
H: 8.98293 0.35003 1.67353  0.08
H: -5.75228 1.75049 -5.32624  0.07
H: -3.67777 0.37764 7.81930  0.08
H: 1.44627 5.63453 -6.15985  0.08
H: -0.69281 -3.25067 -11.43990  0.08
H: -2.48685 -11.50515 4.63742  0.09
H: 1.92529 7.33213 3.72225  0.14
C: -2.14036 -9.68185 5.64992  -0.48
H: 2.24606 0.18841 9.01368  0.07
C: -1.56298 -8.26575 5.42814  -0.06
H: -1.27508 0.05229 -9.73509  0.08
H: -9.76526 -7.47530 -0.40253  0.08
H: -8.60227 3.82644 -6.84236  0.09
C: 8.27779 5.63774 -3.17371  -0.51
H: 11.73102 -2.08877 1.63541  0.08
H: -7.09705 1.47280 -4.28174  0.07
C: 0.42553 7.04081 -7.00430  -0.47
H: 6.86377 7.34478 -3.40468  0.08
C: -5.68202 0.02107 7.26479  -0.54
H: -3.90886 -9.29542 4.92021  0.09
H: 1.36430 9.00208 -7.14445  0.08
H: -7.50451 7.40441 -0.21905  0.08
H: -8.72323 -6.80252 1.74175  0.14
H: 7.62804 5.15134 -2.44615  0.14
H: -2.40305 -3.30372 -11.40044  0.08
C: -1.64765 -0.75418 -10.36668  -0.05
H: 2.20017 -0.99589 6.93531  0.08
C: -8.02524 3.41726 -6.01307  -0.07
H: 3.91276 6.45792 2.64854  0.08
H: 5.60725 -7.35252 2.01794  0.09
C: 4.07244 -7.10527 0.55029  -0.49
O: 1.66930 6.38997 -6.70865  -0.05
H: -7.29978 -8.36076 -0.05632  0.08
O: 7.99561 5.09950 -4.46627  -0.03
H: 8.71717 -2.20288 1.93163  0.14
C: -6.94540 -5.81073 0.61545  -0.06
C: 3.62231 6.07226 3.62580  -0.05
H: -2.64909 -0.61822 -10.77500  0.08
H: 3.42581 -2.24570 7.10973  0.08
H: -6.46166 8.75122 -0.80228  0.08
H: -0.99872 -0.64894 -11.23612  0.08
H: -7.18706 4.08500 -5.81388  0.08
H: -1.75890 -7.70042 4.51704  0.08
C: -8.13310 -6.80683 0.82532  -0.47
Hg: 6.97057 -3.83274 -4.09817  0.43
O: -3.53166 -9.49220 5.78078  -0.05
H: 3.93712 -6.06521 0.84705  0.14
H: -9.61360 1.74918 -5.95148  0.08
C: -1.52013 -2.14478 -9.76916  -0.51
O: -7.60837 -8.12486 0.82159  -0.06
H: 8.54077 7.65785 -3.92274  0.09
H: 9.83506 -0.22310 2.98960  0.08
H: 10.73086 0.12916 1.48464  0.08
H: -4.66713 5.52856 1.38718  0.07
F: -0.77753 0.16563 -0.70354  0.16
C: 9.69205 5.36460 -2.90379  -0.06
F: 0.27202 -1.68285 -0.20015  0.13
H: -1.52063 -4.31360 -10.29447  0.08
H: 4.97878 -8.88325 1.44124  0.08
H: -6.39789 5.36995 1.16476  0.07
S: 1.57401 -0.08988 -2.04842  0.65
H: 7.16288 5.43840 -4.80290  0.09
C: 3.27213 -1.18867 6.89253  -0.08
H: -1.27227 7.81211 -5.83087  0.08
H: -5.91551 0.13417 9.20366  0.09
C: 1.37986 5.66532 4.85820  -0.05
O: 2.55823 -1.20973 -2.27097  -0.18
H: 9.78639 4.29029 -2.74544  0.09
H: -3.91750 0.35216 6.08905  0.07
C: -5.48821 7.16000 0.16774  -0.46
C: 9.61185 -1.77318 1.48109  -0.50
H: -6.27546 -5.78559 1.47490  0.07

Forces on the atoms, in the same order (eV/Å):
O 1.24 -0.21 0.65
H 0.04 0.02 -0.05
H 0.12 -0.01 0.02
H -0.14 -0.15 -0.11
H 0.20 -0.54 0.19
H 0.26 0.22 0.28
C 0.97 -0.39 -0.26
O 0.60 -0.68 1.31
H -0.35 -0.10 0.12
H 0.09 0.07 -0.37
O -0.27 -0.87 -0.62
H 0.22 0.03 -0.28
H -0.15 -0.11 -0.18
H 0.21 -0.53 0.27
H 0.76 -0.05 0.20
H -0.55 0.09 0.44
O 0.58 0.05 -0.13
H 0.33 -0.15 0.10
H 0.20 -0.23 -0.25
C -1.26 -0.57 -0.67
O -0.85 0.87 0.56
H 0.01 0.07 0.14
F 0.07 0.44 0.59
H -0.42 -0.35 0.00
H 0.20 -0.12 -0.04
C -0.09 -0.22 -0.52
O -0.76 0.42 -0.78
H -0.39 0.12 -0.31
C -0.77 0.07 1.23
H 0.61 0.27 0.06
C 0.22 -0.69 1.21
H -0.02 -0.08 -0.09
H -0.11 -0.14 0.01
H -0.15 -0.07 0.34
H 0.02 -0.31 -0.04
C 0.10 -0.68 -1.03
H 0.08 0.09 0.02
C -0.43 -1.83 1.59
H 0.35 -0.18 0.63
H -0.55 0.30 0.19
C -0.17 0.46 -1.02
C -0.22 -0.38 0.50
H 0.23 -0.02 -0.34
C -0.06 0.18 -0.01
C -0.18 -0.56 -0.08
C -0.12 0.99 -0.29
H -0.19 -0.30 -0.13
O 1.46 1.25 -1.33
H -0.08 0.04 0.13
C -1.18 1.32 1.25
H -0.71 -0.20 0.36
O -0.49 -0.71 -1.51
C 0.49 -0.36 0.36
H 0.13 -0.08 0.13
H -0.35 0.10 -0.31
H 0.45 0.23 0.12
C 0.22 0.05 0.47
H 0.07 -0.06 0.36
C 0.02 1.12 -0.09
H 0.16 -0.10 -0.12
H 0.55 0.20 0.34
H -0.09 0.20 -0.17
H -0.66 0.09 0.29
O -0.41 -1.74 -1.90
H 0.02 0.13 0.07
C 0.06 0.56 -0.82
H 0.18 -0.55 0.27
H -0.35 0.12 -0.12
H 0.06 0.64 0.31
C 1.41 -0.22 0.04
O -0.57 0.62 -0.66
C 0.47 -1.15 -1.11
C 0.49 0.07 0.65
H -0.47 0.47 0.23
H -0.06 -0.12 0.06
H 0.08 -0.30 0.01
H -0.27 0.15 0.09
H 0.04 0.09 0.09
H -0.68 0.15 -0.58
H 0.06 -0.60 0.08
H -0.56 -0.24 -0.12
H -0.10 -0.25 -0.62
H 0.18 0.03 -0.14
H 0.29 0.49 0.13
H 0.13 -0.18 0.07
H 0.27 0.01 0.15
H 0.28 -0.15 -0.26
H -0.25 0.12 -0.47
C -0.23 1.68 -2.65
H -0.08 -0.01 -0.11
C 0.65 0.09 1.46
H -0.65 -0.09 0.48
H -0.19 -0.12 0.37
H -0.08 0.09 0.12
C -1.85 1.23 -1.24
H 0.16 0.13 0.14
H -0.24 -0.15 0.06
C 0.49 1.05 0.22
H -0.04 -0.28 -0.19
C 0.83 0.12 -0.63
H 0.13 -0.03 -0.12
H 0.17 -0.12 0.17
H -0.52 0.56 -0.03
H 0.43 0.75 0.19
H -0.09 -0.19 0.28
H -0.26 0.18 0.14
C 0.08 -0.28 -1.15
H -0.04 -0.04 -0.35
C 0.53 0.77 0.34
H 0.33 0.41 0.14
H -0.16 -0.03 0.33
C -0.50 -2.43 0.04
O -0.07 0.25 -0.08
H 0.03 0.13 -0.16
O 0.22 -0.53 -0.12
H -0.25 0.19 -0.26
C -0.41 0.05 0.65
C -0.64 -0.17 -0.65
H -0.12 0.41 0.43
H 0.25 0.14 0.90
H -0.33 -0.01 -0.16
H 0.22 -0.39 -0.18
H 0.37 -0.14 -0.43
H -0.18 -0.72 -0.40
C 0.84 0.39 -1.64
Hg -0.06 0.04 0.07
O -0.81 -0.43 1.58
H 0.02 0.06 -0.53
H 0.19 0.20 0.04
C -0.28 -0.96 -0.19
O 0.14 -0.55 0.46
H -0.05 -0.05 -0.11
H 0.52 -0.14 0.22
H 0.04 -0.20 -0.01
H 0.12 -0.10 -0.17
F 0.31 -0.63 -0.57
C 0.77 -0.21 0.87
F -0.23 0.87 -1.12
H 0.13 0.28 0.40
H 0.13 -0.02 -0.51
H -0.13 0.12 0.07
S 0.13 -0.15 1.10
H -0.14 0.09 0.12
C 0.17 0.19 -0.98
H 0.11 0.17 0.06
H 0.19 -0.11 -0.04
C 0.27 0.32 0.76
O -1.80 2.09 0.52
H 0.48 -0.02 -0.37
H 0.03 -0.01 -0.10
C 0.14 0.00 2.64
C 0.99 0.87 1.09
H 0.05 -0.07 -0.06

Calculated values
* energy relative to the best compared isomer or geometry (same formula, charge and spin): 1192.66 kJ/mol
* total charge: +1
* HOMO: -11.21 eV
* F_max: 0.061 hartree/bohr
* HOMO-LUMO gap: 1.01 eV